Record 1
# C44H87BFIN3O5

A 3-piece molecular cluster, C44H87BFIN3O5 overall in a non-equilibrium geometry (ωB97M-V with the def2-TZVPD basis set, OMol25).

Each line ends with the Mulliken charge.
Atoms and positions in Å:
C: 7.1473 0.3071 1.4495  -0.85
C: 8.4976 0.0220 0.6116  -0.41
C: 8.4089 -1.2356 -0.3625  -0.65
C: 7.8218 -2.5648 0.2996  -0.36
C: 7.0989 -3.4106 -0.8695  -0.79
C: 5.5265 -3.1978 -0.9369  -0.81
C: 4.7012 -3.7932 0.2896  -0.04
C: 5.1484 -5.2475 0.7741  -0.40
C: 3.9976 -6.3526 0.7506  -1.00
C: 2.6287 -5.9215 1.4415  0.18
C: 2.4223 -6.4681 2.9236  -0.86
C: 0.8958 -6.1892 3.3848  -0.63
C: -0.0837 -7.3093 2.8031  -0.68
C: -1.3398 -6.7593 1.9859  -0.75
C: -1.0438 -5.5026 1.0470  0.41
C: -1.5235 -5.6942 -0.4803  -0.25
C: -0.4033 -5.2380 -1.5425  -0.15
C: -0.9442 -4.1976 -2.6288  -0.62
C: -1.0793 -2.7799 -1.9089  0.05
C: -2.0775 -1.7587 -2.6318  -0.82
B: -3.5886 -1.8649 -2.0115  1.01
I: -4.6969 -3.7549 -2.3333  -0.31
O: -4.4214 -0.8329 -2.6450  -0.84
C: -5.3620 -0.5040 -1.6137  -0.29
C: -6.1988 0.8101 -1.9694  -0.67
C: -4.5427 -0.5434 -0.1923  0.98
F: -5.4569 -1.2812 0.6558  -0.39
C: -4.2412 0.9482 0.2362  -0.55
C: -3.2325 1.0955 1.4683  -0.63
C: -3.4868 -0.0026 2.5959  0.37
N: -2.6767 -1.2500 2.6222  -0.47
O: -4.3323 0.1470 3.4986  -0.61
O: -3.4444 -1.3475 -0.6280  -0.54
H: 7.1736 -0.4217 2.3291  0.25
H: 7.1970 1.3737 1.8246  0.24
H: 6.2048 0.1095 0.8423  0.20
H: 8.6388 0.9467 -0.0553  0.22
H: 9.3979 0.0190 1.3083  0.27
H: 7.7648 -0.9265 -1.2544  0.32
H: 9.4544 -1.4075 -0.8009  0.30
H: 8.7311 -3.1971 0.5982  0.23
H: 7.1674 -2.3924 1.2042  0.24
H: 7.5245 -2.9877 -1.8482  0.38
H: 7.4408 -4.4876 -0.8267  0.42
H: 5.3564 -2.0619 -0.9200  0.21
H: 5.0682 -3.5524 -1.9158  0.33
H: 3.6175 -3.8954 -0.0737  -0.06
H: 4.6389 -3.0959 1.1913  0.35
H: 5.4639 -5.1388 1.8730  0.18
H: 6.0442 -5.6798 0.2351  0.32
H: 3.8739 -6.7413 -0.3171  0.30
H: 4.4036 -7.2496 1.3427  0.31
H: 2.4517 -4.7993 1.4698  0.29
H: 1.7896 -6.3775 0.8056  0.04
H: 2.6887 -7.5633 3.0630  0.32
H: 3.0736 -5.8142 3.6039  0.32
H: 0.5695 -5.1228 3.2007  0.38
H: 0.9156 -6.3203 4.5252  0.37
H: 0.5155 -8.0928 2.2219  0.33
H: -0.5115 -7.8792 3.7022  0.32
H: -2.2472 -6.5723 2.6575  0.30
H: -1.6680 -7.6129 1.2915  0.29
H: 0.0396 -5.1786 1.0125  -0.38
H: -1.6276 -4.6148 1.4694  0.07
H: -1.8203 -6.7731 -0.7016  0.46
H: -2.4797 -5.0813 -0.6106  -0.14
H: 0.4973 -4.7389 -1.0441  -0.29
H: -0.0032 -6.1843 -2.0446  0.36
H: -1.8817 -4.5348 -3.1682  0.18
H: -0.1227 -4.1127 -3.4269  0.32
H: -0.0386 -2.3013 -1.8738  0.19
H: -1.3684 -2.9501 -0.8138  -0.03
H: -2.0348 -1.9290 -3.7536  0.22
H: -1.7241 -0.6870 -2.4519  0.10
H: -6.1847 -1.2665 -1.4249  0.12
H: -6.6981 1.2529 -1.0522  -0.04
H: -5.5831 1.5774 -2.5455  0.22
H: -7.0397 0.4859 -2.6748  0.22
H: -3.8030 1.5423 -0.6259  0.29
H: -5.2280 1.4470 0.5303  0.25
H: -3.3996 2.1011 1.9811  0.39
H: -2.1482 1.0654 1.1353  0.32
H: -2.3790 -1.4048 3.5896  0.29
H: -3.3117 -1.9925 2.2996  0.26
C: 8.1564 7.3305 -0.3376  -1.62
C: 7.4554 6.6010 0.8296  1.54
C: 7.4189 7.4990 2.0817  -1.23
C: 8.7556 7.5910 2.8052  -0.50
C: 9.2883 6.1988 3.1227  -1.31
C: 9.3854 5.2952 1.8780  1.86
N: 8.1182 5.2864 1.0739  0.38
O: 7.2223 4.4977 1.7214  -0.53
C: 10.5793 5.7577 1.0072  -1.90
C: 9.8013 3.8779 2.3324  -1.83
C: 5.9991 6.4573 0.3203  -1.80
H: 9.2018 7.5682 -0.1583  0.28
H: 8.1041 6.7377 -1.2551  0.38
H: 7.6705 8.2892 -0.5402  0.43
H: 6.6743 7.1141 2.7888  0.38
H: 7.0867 8.5066 1.8128  0.39
H: 9.4737 8.1577 2.2052  0.30
H: 8.6269 8.1516 3.7365  0.38
H: 10.2720 6.2913 3.5947  0.36
H: 8.6334 5.7363 3.8699  0.39
H: 10.5348 5.3150 0.0085  0.38
H: 11.5285 5.4497 1.4541  0.48
H: 10.6486 6.8402 0.9047  0.35
H: 9.1091 3.4462 3.0576  0.35
H: 10.7781 3.8980 2.8223  0.44
H: 9.8734 3.1960 1.4794  0.43
H: 5.9455 5.7983 -0.5515  0.45
H: 5.5990 7.4303 0.0198  0.41
H: 5.3213 6.0679 1.0830  0.37
C: -12.1635 3.7859 -3.6018  -1.66
C: -10.8702 2.9592 -3.4275  1.63
C: -11.1474 1.4640 -3.6806  -1.23
C: -11.8659 0.7738 -2.5287  -0.48
C: -11.1145 0.9973 -1.2212  -1.23
C: -10.8699 2.4883 -0.9184  1.80
N: -10.2811 3.2225 -2.0829  0.24
O: -8.9736 2.8994 -2.1429  -0.44
C: -12.2039 3.1431 -0.4826  -1.92
C: -9.9856 2.5937 0.3479  -1.60
C: -9.9782 3.4675 -4.5879  -1.76
H: -12.9520 3.5448 -2.8935  0.29
H: -11.9563 4.8565 -3.5155  0.38
H: -12.5988 3.6164 -4.5909  0.42
H: -10.2009 0.9386 -3.8550  0.34
H: -11.7345 1.3398 -4.5962  0.40
H: -12.8973 1.1322 -2.4550  0.30
H: -11.9303 -0.2998 -2.7316  0.39
H: -11.6766 0.5369 -0.4020  0.38
H: -10.1583 0.4646 -1.2723  0.33
H: -12.1328 4.2342 -0.5001  0.37
H: -12.4631 2.8536 0.5395  0.47
H: -13.0557 2.8405 -1.0912  0.34
H: -9.0342 2.0692 0.2433  0.16
H: -10.4883 2.1460 1.2089  0.42
H: -9.7770 3.6394 0.5941  0.45
H: -9.7101 4.5199 -4.4525  0.45
H: -10.5056 3.3846 -5.5432  0.41
H: -9.0557 2.8925 -4.6945  0.33

Atoms 1-6, force components in eV/Å:
1.185 -0.793 0.095
-0.710 1.003 -0.621
0.003 0.707 0.421
1.021 -0.690 -1.297
0.174 0.713 -0.364
0.056 0.689 0.629

- Total charge: -1
- M: 894.91 g mol⁻¹
- Multiplicity: 3
- Orbital gap (spin up / spin down): 6.66 / 5.86 eV
- DFT total energy: -2691.4658 Ha
- HOMO energy (spin up / spin down): -0.18188 / -0.18188 Ha


Record 2
# C42H97F6N10O8P

A 8-piece molecular cluster, C42H97F6N10O8P overall in a non-equilibrium geometry (ωB97M-V with the def2-TZVPD basis set, OMol25).

Each line ends with the Mulliken charge.
Atoms and positions in Å:
P: 0.1348 0.3987 1.7434  1.34
F: 0.7705 0.9515 0.3906  -0.37
F: 1.4455 -0.4558 2.0283  -0.39
F: 0.7488 1.6077 2.7217  -0.37
F: -0.5285 -0.0924 3.0915  -0.27
F: -1.2440 1.2650 1.5310  -0.43
F: -0.5744 -0.8152 0.9752  -0.37
C: -3.5930 -1.4465 -1.7656  -0.86
C: -4.5235 -1.1203 -0.6096  0.32
N: -4.4991 -2.0806 0.4404  0.42
C: -5.3579 -3.1422 0.5002  -0.08
C: -5.0276 -3.9485 1.6675  -0.66
N: -4.0936 -3.2138 2.4170  0.28
C: -3.6531 -2.1249 1.6015  -0.58
C: -3.6409 -3.4568 3.6780  -0.78
H: -3.5630 -0.7784 -2.6263  0.25
H: -3.6595 -2.4732 -2.1257  0.43
H: -2.5323 -1.3460 -1.5353  0.06
H: -5.5339 -1.0330 -1.0089  0.47
H: -4.3124 -0.1443 -0.1727  -0.58
H: -6.1613 -3.2458 -0.2141  0.49
H: -5.5117 -4.7882 2.1438  0.44
H: -2.9218 -1.4123 1.9535  0.46
H: -3.1531 -2.5602 4.0602  0.26
H: -2.8451 -4.1967 3.5921  0.28
H: -4.4888 -3.7912 4.2758  0.42
C: -1.0331 0.0842 6.4228  -1.06
C: 0.1521 -0.8513 6.7574  0.60
N: 1.4969 -0.2262 6.5353  0.35
C: 2.5760 -0.2349 7.4220  -0.35
C: 3.6561 0.4653 6.8574  -0.56
N: 3.2314 0.8401 5.5700  0.26
C: 1.9523 0.3289 5.4182  -0.64
C: 4.0011 1.4349 4.4941  -0.57
H: -1.9931 -0.4311 6.3928  0.40
H: -0.8833 0.5212 5.4355  0.16
H: -1.0893 0.8928 7.1516  0.36
H: 0.0522 -1.7120 6.0961  -0.60
H: 0.0997 -1.1989 7.7892  0.45
H: 2.3789 -0.6923 8.3803  0.46
H: 4.6301 0.5835 7.3088  0.47
H: 1.3109 0.3911 4.5515  0.46
H: 3.7049 0.8805 3.6036  0.09
H: 5.0674 1.3821 4.7138  0.37
H: 3.6089 2.4433 4.3620  0.30
C: 4.3104 0.9742 -1.6098  -0.84
C: 4.5552 0.9223 -0.0663  -0.23
N: 5.2252 -0.2774 0.2898  0.36
C: 4.6536 -1.5590 0.2552  -0.21
C: 5.4427 -2.4137 1.0389  -0.84
N: 6.4517 -1.6530 1.5123  0.17
C: 6.3650 -0.4028 0.9876  -0.16
C: 7.6765 -2.1153 2.3511  -0.78
H: 5.1996 1.2050 -2.1964  0.41
H: 3.6532 1.7886 -1.9146  0.06
H: 3.8490 0.0539 -1.9681  0.29
H: 3.6820 0.9317 0.5861  -0.06
H: 5.1522 1.7323 0.3526  0.37
H: 3.7643 -1.6396 -0.3522  0.45
H: 5.4332 -3.4814 1.2014  0.56
H: 7.1687 0.3081 1.1108  0.45
H: 8.2846 -1.2515 2.6196  0.31
H: 8.2564 -2.9058 1.8745  0.37
H: 7.3901 -2.4610 3.3443  0.31
C: -4.4933 2.7714 1.1258  -0.56
O: -5.3398 3.2634 0.0493  -0.38
C: -6.4586 2.2956 -0.0743  0.44
C: -7.4602 2.9304 -1.0592  -1.19
N: -7.0636 3.0530 -2.5659  -0.15
H: -7.7584 3.6029 -3.0506  0.40
H: -6.1964 3.5681 -2.6191  0.37
C: -6.7967 1.6779 -3.3190  -0.88
C: -5.3085 1.5782 -3.4877  0.52
O: -4.7684 2.8812 -3.7184  -0.50
C: -3.4027 3.1057 -4.0159  -0.70
H: -3.6913 3.5094 1.1392  0.35
H: -3.9372 1.8534 0.9356  -0.03
H: -4.8873 2.6196 2.1307  0.36
H: -7.0416 2.1825 0.8398  0.56
H: -5.9999 1.3461 -0.3501  -0.41
H: -7.8775 3.9091 -0.8223  0.46
H: -8.3621 2.3201 -1.1052  0.49
H: -7.1814 1.9041 -4.3135  0.42
H: -7.3938 0.8482 -2.9408  0.31
H: -5.0509 0.9217 -4.3188  0.36
H: -4.8673 1.1025 -2.6118  -0.19
H: -3.3473 2.5825 -4.9705  0.27
H: -2.6759 2.8068 -3.2607  0.28
H: -3.2463 4.1584 -4.2515  0.28
C: 3.3926 9.3868 -2.5954  -0.88
O: 3.0683 8.0642 -2.9278  -0.25
C: 2.2182 7.9856 -4.1140  -0.61
C: 1.8087 6.5469 -4.4484  -0.66
N: 2.9640 5.6765 -4.8216  -0.19
H: 2.6949 4.8400 -5.3195  0.39
H: 3.4780 6.2324 -5.4900  0.36
C: 4.0632 5.3251 -3.7518  -1.01
C: 3.5350 4.9050 -2.3883  -0.36
O: 2.5120 3.9235 -2.4544  -0.40
C: 1.8389 3.5880 -1.1875  -0.69
H: 4.1018 9.9698 -3.1830  0.33
H: 3.7378 9.2859 -1.5665  0.28
H: 2.5167 10.0118 -2.4213  0.37
H: 2.7746 8.3623 -4.9723  0.44
H: 1.3000 8.5726 -4.0896  0.45
H: 1.1645 6.5510 -5.3276  0.42
H: 1.3157 5.8686 -3.7519  0.31
H: 4.5072 6.3125 -3.6256  0.45
H: 4.4858 4.4561 -4.2561  0.42
H: 3.1070 5.7672 -1.8768  0.46
H: 4.3242 4.4626 -1.7802  0.51
H: 0.9971 4.2222 -0.9095  0.51
H: 2.4965 3.5228 -0.3206  0.34
H: 1.4189 2.5988 -1.3691  -0.01
C: 0.0640 -0.3619 -2.2505  -1.40
O: -0.7246 -0.9394 -3.2813  0.15
C: -0.4091 -2.2828 -3.6337  -0.50
C: -1.0768 -2.7979 -4.9850  -0.78
N: -0.3048 -2.2953 -6.2016  -0.23
H: 0.6227 -2.6944 -6.1789  0.40
H: -0.6694 -2.7480 -7.0275  0.37
C: -0.4110 -0.7770 -6.5001  -0.54
C: -1.7055 -0.4588 -7.3152  -0.65
O: -2.8645 -0.8703 -6.5586  -0.22
C: -4.0342 -0.7732 -7.2749  -0.79
H: -0.3639 0.5202 -1.7742  0.23
H: 1.0603 -0.0760 -2.5878  0.54
H: 0.1942 -1.0833 -1.4439  0.39
H: -0.7500 -3.0618 -2.9518  0.35
H: 0.6733 -2.2666 -3.7611  0.42
H: -2.0878 -2.3982 -5.0640  0.27
H: -1.0403 -3.8873 -4.9821  0.56
H: 0.5183 -0.6466 -7.0546  0.50
H: -0.1249 -0.2591 -5.5847  0.15
H: -1.6743 -0.7397 -8.3679  0.55
H: -1.7445 0.6300 -7.2813  0.35
H: -3.8396 -1.0945 -8.2981  0.38
H: -4.4122 0.2491 -7.2676  0.24
H: -4.6714 -1.4789 -6.7419  0.28
C: 4.1678 -2.9301 5.2002  -0.42
O: 3.1177 -3.7411 4.7518  -0.40
C: 2.4942 -3.0131 3.6924  0.16
C: 1.0725 -3.6311 3.7360  -1.11
N: 1.0217 -5.1525 3.5218  -0.09
H: 1.0709 -5.3939 2.5423  0.47
H: 1.9167 -5.5508 3.7676  0.48
C: -0.0383 -5.9281 4.2958  -0.34
C: 0.0506 -7.4628 4.0390  -0.70
O: 1.2511 -7.9478 4.5505  -0.28
C: 1.2437 -9.3112 4.7838  -0.78
H: 3.8404 -2.0372 5.7328  0.06
H: 4.9016 -2.7142 4.4238  0.21
H: 4.5951 -3.5841 5.9603  0.38
H: 3.0512 -3.0966 2.7592  0.32
H: 2.4222 -1.9358 3.8421  0.07
H: 0.4418 -3.2749 2.9214  0.47
H: 0.6669 -3.4512 4.7316  0.20
H: -0.8572 -5.3571 3.8581  0.14
H: 0.0283 -5.6411 5.3452  0.35
H: 0.0446 -7.7032 2.9758  0.33
H: -0.7930 -7.9826 4.4931  0.50
H: 1.4958 -9.8002 3.8429  0.31
H: 0.3018 -9.7233 5.1461  0.35
H: 1.9371 -9.4869 5.6063  0.26

Atoms 1-6, force components in eV/Å:
-1.770 2.665 1.295
0.181 0.339 0.057
0.908 -0.826 -0.031
0.394 -0.127 -1.640
-0.576 -1.856 1.687
0.804 0.221 -0.690

- Total charge: +6
- M: 1015.26 g mol⁻¹
- Multiplicity: 1
- Orbital gap: 8.74 eV
- DFT total energy: -3746.2529 Ha
- HOMO energy: -0.73278 Ha